{"formula": "C23H59N3O6", "method": "the ωB97M-V functional and the def2-TZVPD basis", "symbols": ["C", "C", "C", "C", "C", "C", "C", "C", "C", "N", "O", "H", "H", "H", "H", "H", "H", "H", "H", "H", "H", "H", "H", "H", "H", "H", "H", "H", "H", "H", "C", "O", "C", "C", "C", "N", "H", "H", "H", "H", "H", "H", "H", "H", "H", "H", "H", "C", "O", "C", "C", "C", "N", "H", "H", "H", "H", "H", "H", "H", "H", "H", "H", "H", "C", "C", "O", "H", "H", "H", "H", "H", "H", "C", "C", "O", "H", "H", "H", "H", "H", "H", "C", "C", "O", "H", "H", "H", "H", "H", "H"], "coordinates": [[-2.52222, -2.01250, -2.77019], [-3.82314, -2.44830, -3.51106], [-4.10970, -3.91184, -3.16617], [-5.00961, -1.59680, -3.16964], [-4.82891, -0.15142, -3.74568], [-4.75289, -0.16912, -5.25391], [-3.58391, -1.07844, -5.73193], [-3.62835, -1.32837, -7.24230], [-2.24801, -0.50090, -5.54219], [-3.72687, -2.41479, -5.02730], [-2.65094, -3.24484, -5.38787], [-2.59352, -2.36629, -1.73426], [-1.58275, -2.32998, -3.29807], [-2.35890, -0.92761, -2.73693], [-4.76073, -4.25065, -3.94888], [-3.15259, -4.52757, -3.10219], [-4.59009, -3.95703, -2.24489], [-5.95790, -1.95760, -3.58612], [-5.19084, -1.52256, -2.07535], [-5.62660, 0.49221, -3.31548], [-3.93632, 0.22910, -3.27557], [-4.66157, 0.85544, -5.42929], [-5.65422, -0.60990, -5.65756], [-3.65743, -0.33401, -7.69297], [-4.50587, -1.91546, -7.47594], [-2.74425, -1.86993, -7.53261], [-2.13533, -0.08218, -4.54278], [-2.14170, 0.37467, -6.19850], [-1.53592, -1.24571, -5.82676], [-3.06219, -4.04167, -5.69859], [1.38504, -4.21616, 5.03134], [0.60114, -3.60717, 4.05694], [1.04887, -4.06099, 2.81814], [0.40513, -3.15129, 1.81903], [0.85065, -3.42689, 0.38309], [0.70522, -1.80243, 2.22508], [2.41595, -3.84655, 4.98744], [1.44413, -5.34335, 4.91142], [0.89004, -3.96912, 5.99841], [2.08962, -4.06143, 2.80729], [0.86210, -5.16244, 2.71766], [-0.68797, -3.42255, 1.88700], [0.57791, -4.43874, 0.08873], [1.96241, -3.31306, 0.21050], [0.34119, -2.67731, -0.24770], [0.49887, -1.66965, 3.20328], [0.18120, -1.13521, 1.73344], [4.22574, 0.94089, 4.53262], [3.22630, 1.80095, 4.13836], [2.10525, 2.01664, 4.95591], [1.14341, 3.05859, 4.29257], [-0.09973, 3.19095, 5.16612], [0.73553, 2.84365, 2.92091], [4.54298, 1.11214, 5.55018], [5.02735, 0.94747, 3.83060], [3.81082, -0.10381, 4.49802], [1.59558, 1.05328, 5.11138], [2.48757, 2.38046, 5.88600], [1.60652, 4.03104, 4.33025], [0.13253, 3.42192, 6.23600], [-0.65685, 2.19714, 5.08678], [-0.72117, 4.02886, 4.81007], [0.14008, 2.06638, 2.74797], [1.55261, 2.67425, 2.33119], [4.04326, 0.44145, -0.73088], [3.92312, 0.11510, 0.74987], [2.90937, 0.95533, 1.27542], [3.02457, 0.48691, -1.18040], [4.63715, -0.27955, -1.19237], [4.59206, 1.33384, -0.93476], [4.92854, 0.24034, 1.22705], [3.52039, -0.87289, 0.84040], [2.87879, 1.12277, 2.21003], [3.10939, 5.10217, 1.45058], [2.81002, 5.98954, 2.59819], [1.40368, 6.14148, 2.80767], [2.80434, 4.06704, 1.38611], [4.19841, 4.94115, 1.30533], [2.63343, 5.61680, 0.56763], [3.19934, 6.95726, 2.34595], [3.18782, 5.56348, 3.53159], [1.01133, 5.30084, 2.68078], [0.86542, 2.80636, -0.84668], [0.30088, 1.39350, -0.91882], [0.08941, 0.77434, 0.34008], [1.95360, 2.77815, -0.68302], [0.32935, 3.37172, -0.05568], [0.78570, 3.28047, -1.82256], [0.90003, 0.76104, -1.55993], [-0.70797, 1.32942, -1.37389], [0.97587, 0.76955, 0.84728]], "energy_ha": -1527.2700, "spin_multiplicity": 1, "orbital_gap_ev": 9.134}

=====

{"formula": "C23H61Cl2N5O9V", "method": "the ωB97M-V functional and the def2-TZVPD basis", "symbols": ["O", "V", "O", "O", "C", "C", "O", "H", "H", "H", "H", "C", "C", "C", "O", "C", "N", "H", "H", "H", "H", "H", "H", "H", "H", "H", "H", "H", "C", "C", "C", "O", "C", "N", "H", "H", "H", "H", "H", "H", "H", "H", "H", "H", "H", "C", "C", "C", "O", "C", "N", "H", "H", "H", "H", "H", "H", "H", "H", "H", "H", "H", "C", "C", "C", "O", "C", "N", "H", "H", "H", "H", "H", "H", "H", "H", "H", "H", "H", "C", "C", "C", "O", "C", "N", "H", "H", "H", "H", "H", "H", "H", "H", "H", "H", "H", "C", "Cl", "Cl", "H", "H"], "coordinates": [[3.42340, -0.43841, 0.80779], [1.91656, -0.77722, 0.35633], [1.33207, 0.58672, -0.32629], [-3.02255, -0.72299, 7.73068], [-3.54155, -0.71792, 6.40682], [-2.76683, -0.26630, 5.10998], [-1.39762, -0.64526, 4.81391], [-4.38771, -0.03443, 6.47725], [-3.87962, -1.72543, 6.16446], [-2.73126, 0.80929, 4.93693], [-3.39772, -0.57256, 4.27555], [1.56007, 9.32361, -7.24908], [0.55723, 8.12344, -7.32185], [0.37990, 7.43772, -5.93772], [-0.60012, 6.36330, -5.86272], [-0.19980, 5.19698, -6.46499], [-0.67126, 8.66417, -7.81823], [1.89306, 9.65480, -8.23271], [2.46449, 9.10033, -6.68317], [1.10806, 10.13519, -6.67887], [0.85176, 7.43711, -8.11577], [0.04056, 8.26333, -5.31216], [1.32706, 7.03603, -5.57768], [0.01060, 5.40123, -7.51480], [-0.86522, 4.33631, -6.39736], [0.67682, 4.84063, -5.92400], [-0.91080, 9.45215, -7.23359], [-1.42383, 8.01694, -7.63155], [-1.57337, -4.05519, -4.25825], [-0.38661, -3.78698, -3.43552], [0.80816, -3.24104, -4.29856], [1.83895, -2.68010, -3.51064], [3.16089, -2.84706, -4.04876], [-0.79045, -3.05441, -2.25261], [-2.20472, -4.69060, -3.63716], [-1.31038, -4.68255, -5.10993], [-2.07235, -3.16280, -4.63608], [0.08924, -4.65425, -2.97779], [0.58881, -2.32701, -4.85041], [1.11563, -3.99937, -5.01863], [3.32087, -2.92415, -5.12420], [3.47243, -3.81704, -3.66122], [3.82029, -2.14726, -3.53536], [-1.45518, -2.33246, -2.49140], [-1.47501, -3.58041, -1.72840], [-8.14358, 2.82902, -1.26353], [-7.56032, 1.51450, -0.85865], [-8.56696, 0.32017, -0.82803], [-9.66840, 0.48631, 0.13740], [-9.28193, 0.68180, 1.54434], [-6.41284, 1.20524, -1.78738], [-8.97447, 3.06573, -0.59893], [-8.67960, 2.86714, -2.21186], [-7.39669, 3.62281, -1.27590], [-7.14606, 1.66631, 0.13807], [-8.10524, -0.65051, -0.64719], [-8.97174, 0.21442, -1.83454], [-10.22663, 0.46906, 2.04473], [-8.91888, 1.68967, 1.74555], [-8.53010, -0.03321, 1.87841], [-5.80732, 2.00833, -1.69523], [-6.85370, 1.39849, -2.67530], [4.48101, -8.26461, 0.99186], [3.02296, -8.25248, 0.51141], [2.23325, -9.52649, 0.89496], [2.70710, -10.65424, 0.24819], [2.19304, -11.89081, 0.71362], [2.43078, -7.08414, 1.20285], [4.51992, -8.34438, 2.07824], [5.02853, -7.39080, 0.63859], [5.18309, -9.06746, 0.76687], [2.97894, -8.15616, -0.57344], [1.21677, -9.30278, 0.57119], [2.29224, -9.65452, 1.97581], [2.35054, -12.21560, 1.74212], [2.66552, -12.63252, 0.06962], [1.12598, -11.93873, 0.49641], [1.45536, -7.14363, 0.94768], [2.39306, -7.43574, 2.14893], [7.51609, 2.00029, 6.00689], [6.48259, 1.43390, 6.98716], [5.40372, 2.56986, 7.18557], [4.38830, 2.22800, 8.12418], [3.33129, 3.17481, 8.11134], [5.86223, 0.24239, 6.46290], [7.03231, 2.34804, 5.09414], [8.24757, 1.23154, 5.75774], [8.07563, 2.81104, 6.47348], [6.83114, 1.15153, 7.98058], [5.08896, 2.98338, 6.22744], [5.83521, 3.40606, 7.73575], [2.95248, 3.35920, 7.10606], [3.72308, 4.13121, 8.45761], [2.49637, 2.83444, 8.72384], [5.69496, 0.35847, 5.47363], [6.55280, -0.49310, 6.51045], [0.09626, 6.53596, 1.58716], [-1.20136, 7.70354, 1.37914], [1.50168, 7.40784, 2.25902], [-0.05692, 5.71271, 2.28494], [0.41939, 6.17233, 0.61173]], "energy_ha": -3727.7418, "spin_multiplicity": 1, "orbital_gap_ev": 2.194, "total_charge": -1}

=====

{"formula": "C23H61NO15", "method": "the ωB97M-V functional and the def2-TZVPD basis", "symbols": ["C", "C", "C", "C", "C", "C", "C", "C", "C", "N", "O", "H", "H", "H", "H", "H", "H", "H", "H", "H", "H", "H", "H", "H", "H", "H", "H", "H", "H", "H", "O", "C", "C", "O", "H", "H", "H", "H", "H", "H", "O", "C", "C", "O", "H", "H", "H", "H", "H", "H", "O", "C", "C", "O", "H", "H", "H", "H", "H", "H", "O", "C", "C", "O", "H", "H", "H", "H", "H", "H", "O", "C", "C", "O", "H", "H", "H", "H", "H", "H", "O", "C", "C", "O", "H", "H", "H", "H", "H", "H", "O", "C", "C", "O", "H", "H", "H", "H", "H", "H"], "coordinates": [[-0.47531, -1.01262, 2.53934], [-0.82119, 0.40771, 3.01876], [-1.68610, 0.23189, 4.26869], [0.51469, 1.07078, 3.38523], [0.44786, 2.57462, 3.55467], [-0.29444, 3.25189, 2.40523], [-1.64633, 2.60113, 2.07578], [-2.68514, 2.98195, 3.11994], [-2.13253, 3.14309, 0.72843], [-1.40655, 1.15794, 1.90677], [-2.60593, 0.54196, 1.44231], [-1.34663, -1.39337, 1.99149], [0.34829, -1.04187, 1.82740], [-0.36440, -1.75894, 3.32289], [-1.89868, 1.15738, 4.79071], [-2.58781, -0.34026, 4.04886], [-1.13287, -0.39120, 4.97868], [0.85122, 0.56261, 4.29276], [1.27664, 0.87325, 2.62569], [-0.06313, 2.88491, 4.47454], [1.43979, 3.02289, 3.64001], [0.32465, 3.36324, 1.51290], [-0.55054, 4.25361, 2.77000], [-2.99207, 4.01625, 2.95921], [-2.32360, 2.91269, 4.14245], [-3.55527, 2.33072, 3.02011], [-1.50883, 2.73058, -0.06345], [-2.13334, 4.22977, 0.69117], [-3.14082, 2.76198, 0.55598], [-2.31885, -0.04588, 0.72829], [-4.31216, 0.72064, -3.80114], [-3.93226, -0.19633, -2.73088], [-4.33152, -1.57883, -3.18311], [-5.59338, -1.99702, -2.69950], [-3.91210, 1.56578, -3.56933], [-2.86628, -0.03255, -2.60942], [-4.52770, 0.07000, -1.85380], [-3.58700, -2.30875, -2.85528], [-4.29162, -1.59764, -4.27897], [-6.24032, -1.30878, -2.88190], [1.55945, -3.38758, -1.79325], [1.39077, -4.53093, -0.95659], [0.07077, -5.21234, -1.17374], [-0.96272, -4.35164, -0.72248], [0.68026, -3.07511, -2.02437], [2.23272, -5.19705, -1.12585], [1.43492, -4.18949, 0.08760], [0.05939, -6.16185, -0.62032], [-0.07434, -5.50193, -2.22205], [-1.82761, -4.61882, -1.04729], [-1.85162, 2.51428, -2.80108], [-1.96624, 3.93793, -2.95353], [-0.62231, 4.59630, -2.84231], [-0.07209, 4.46857, -1.52157], [-1.55788, 2.31564, -1.90453], [-2.31008, 4.01645, -3.98762], [-2.72241, 4.28547, -2.24616], [-0.69798, 5.63526, -3.17619], [0.07501, 4.06449, -3.49052], [-0.18310, 5.32011, -1.09072], [6.28958, -2.05847, -2.00171], [6.26900, -1.25955, -3.17024], [5.17037, -0.23011, -3.15094], [5.50474, 0.79877, -2.23837], [6.50817, -1.48756, -1.25823], [7.23485, -0.78961, -3.38160], [6.04388, -1.94722, -3.98940], [4.22647, -0.72987, -2.89250], [5.02994, 0.18165, -4.16268], [4.74412, 1.39446, -2.13305], [-1.42053, -1.30773, -0.73018], [-0.45051, -0.72999, -1.59607], [0.80958, -0.31010, -0.88767], [0.63925, 0.91351, -0.17249], [-1.26908, -2.26417, -0.73002], [-0.25557, -1.29398, -2.51530], [-0.89570, 0.20192, -1.96223], [1.60945, -0.15413, -1.61867], [1.21994, -1.03839, -0.17988], [-0.10477, 0.82989, 0.45873], [3.30946, 2.41036, -1.88683], [3.56894, 3.52956, -1.03139], [4.37626, 3.10921, 0.19025], [5.78524, 3.15042, -0.02453], [2.64218, 1.91206, -1.39691], [4.13318, 4.30435, -1.54761], [2.61275, 3.95673, -0.71698], [4.11613, 2.09367, 0.50964], [4.19015, 3.79994, 1.01410], [5.99160, 2.67764, -0.83999], [-0.45324, -7.00809, 3.68546], [-1.28945, -5.87281, 3.79495], [-1.09483, -5.06272, 2.55145], [-2.07854, -4.05527, 2.51629], [-0.62601, -7.59995, 4.42182], [-2.35382, -6.12347, 3.86001], [-1.03433, -5.27188, 4.67722], [-1.19683, -5.76068, 1.70624], [-0.07344, -4.66934, 2.46849], [-2.02192, -3.58195, 1.68190]], "energy_ha": -2096.1381, "spin_multiplicity": 1, "orbital_gap_ev": 9.161, "e_above_lowest_kj_mol": 0.0}